The following is a quantum chemistry calculation of 8 unconnected molecules or ions with the total composition C57H126F3N7O3S at a distorted geometry, from the Open Molecules 2025 dataset.

```
197
Properties=species:S:1:pos:R:3:lowdin_charge:R:1
C -14.874 -10.432 -18.217 -0.07
C -15.476 -11.270 -17.097 -0.24
C -16.242 -10.382 -16.121 -0.11
N -17.553 -10.987 -15.644 -0.26
C -18.612 -11.067 -16.715 0.06
C -17.311 -12.367 -15.077 -0.10
C -18.399 -12.601 -14.007 -0.14
C -18.971 -11.214 -13.705 -0.16
C -18.068 -10.245 -14.407 -0.09
H -14.263 -10.985 -18.925 0.09
H -14.217 -9.633 -17.867 0.09
H -15.754 -9.942 -18.642 0.09
H -14.692 -11.791 -16.534 0.11
H -16.068 -12.112 -17.458 0.10
H -16.543 -9.458 -16.617 0.14
H -15.707 -10.152 -15.202 0.13
H -18.945 -10.095 -17.070 0.13
H -19.407 -11.730 -16.389 0.12
H -18.121 -11.519 -17.578 0.11
H -17.424 -13.131 -15.841 0.13
H -16.332 -12.352 -14.603 0.13
H -19.223 -13.240 -14.332 0.12
H -18.109 -13.075 -13.069 0.08
H -20.018 -11.091 -13.985 0.13
H -18.993 -11.150 -12.616 0.10
H -18.582 -9.329 -14.696 0.15
H -17.237 -9.929 -13.775 0.13
C -16.796 -12.781 -4.794 -0.06
C -16.385 -14.267 -4.881 -0.21
C -16.256 -14.883 -3.479 -0.11
N -15.906 -16.370 -3.398 -0.26
C -16.816 -17.150 -4.318 0.03
C -15.964 -16.808 -1.921 -0.04
C -14.701 -17.668 -1.639 -0.10
C -14.078 -17.860 -3.018 -0.16
C -14.468 -16.626 -3.775 -0.12
H -16.428 -12.248 -5.669 0.06
H -16.333 -12.334 -3.911 0.09
H -17.867 -12.618 -4.691 0.05
H -15.378 -14.351 -5.298 0.10
H -17.098 -14.736 -5.550 0.07
H -17.254 -14.873 -3.027 0.14
H -15.605 -14.381 -2.768 0.14
H -16.614 -16.725 -5.296 0.09
H -17.838 -16.909 -4.035 0.10
H -16.608 -18.216 -4.341 0.12
H -16.902 -17.360 -1.881 0.13
H -16.040 -15.921 -1.301 0.13
H -14.801 -18.624 -1.132 0.13
H -14.028 -17.106 -0.990 0.13
H -14.442 -18.790 -3.467 0.12
H -13.008 -18.072 -3.019 0.14
H -14.271 -16.704 -4.843 0.13
H -13.905 -15.781 -3.371 0.15
C -14.389 -18.667 -17.104 -0.08
C -15.240 -18.229 -15.925 -0.22
C -14.387 -17.594 -14.803 -0.11
N -15.138 -17.137 -13.561 -0.25
C -16.055 -18.168 -13.024 0.03
C -15.941 -15.847 -13.829 -0.08
C -16.100 -15.162 -12.484 -0.16
C -14.972 -15.667 -11.597 -0.16
C -14.183 -16.642 -12.469 -0.07
H -13.544 -19.324 -16.879 0.09
H -13.869 -17.832 -17.579 0.09
H -14.991 -19.237 -17.808 0.09
H -15.626 -19.161 -15.507 0.11
H -16.028 -17.525 -16.194 0.11
H -13.661 -16.849 -15.122 0.14
H -13.806 -18.415 -14.373 0.14
H -16.808 -18.339 -13.790 0.11
H -16.589 -17.784 -12.153 0.11
H -15.559 -19.083 -12.710 0.13
H -16.876 -16.162 -14.289 0.13
H -15.409 -15.200 -14.524 0.14
H -17.067 -15.375 -12.032 0.12
H -15.975 -14.083 -12.574 0.11
H -15.394 -16.030 -10.658 0.11
H -14.321 -14.869 -11.238 0.08
H -13.838 -17.466 -11.848 0.14
H -13.379 -16.079 -12.936 0.14
C -24.586 -21.190 -9.837 -0.06
C -23.393 -21.163 -8.854 -0.24
C -23.116 -19.795 -8.339 -0.12
N -21.806 -19.663 -7.520 -0.25
C -21.872 -20.434 -6.210 0.06
C -20.668 -20.172 -8.397 -0.11
C -19.498 -19.256 -8.094 -0.16
C -20.175 -17.883 -8.151 -0.15
C -21.442 -18.172 -7.320 -0.08
H -24.931 -22.206 -9.997 0.09
H -24.243 -20.718 -10.760 0.08
H -25.444 -20.591 -9.527 0.09
H -22.591 -21.635 -9.426 0.12
H -23.600 -21.886 -8.061 0.12
H -23.932 -19.426 -7.720 0.15
H -22.862 -19.122 -9.161 0.14
H -22.342 -21.373 -6.484 0.10
H -22.461 -19.761 -5.595 0.12
H -20.891 -20.685 -5.815 0.11
H -20.386 -21.171 -8.070 0.14
H -20.918 -20.108 -9.452 0.14
H -18.994 -19.419 -7.142 0.12
H -18.739 -19.304 -8.877 0.12
H -19.532 -17.140 -7.672 0.10
H -20.344 -17.470 -9.144 0.12
H -21.234 -18.109 -6.255 0.12
H -22.256 -17.535 -7.654 0.13
C -20.569 -14.977 -4.957 -0.09
C -20.975 -13.593 -4.448 -0.20
C -20.819 -12.605 -5.619 -0.15
N -21.245 -11.204 -5.282 -0.25
C -20.466 -10.639 -4.130 0.03
C -22.772 -11.152 -4.941 -0.07
C -23.214 -9.734 -5.205 -0.14
C -22.452 -9.310 -6.459 -0.12
C -21.230 -10.227 -6.473 -0.09
H -19.560 -14.902 -5.375 0.04
H -21.203 -15.313 -5.778 0.08
H -20.579 -15.673 -4.120 0.08
H -20.365 -13.290 -3.601 0.11
H -22.036 -13.627 -4.203 0.12
H -21.334 -12.916 -6.531 0.14
H -19.799 -12.522 -6.006 0.11
H -20.818 -11.019 -3.176 0.11
H -20.618 -9.559 -4.085 0.12
H -19.408 -10.726 -4.368 0.10
H -22.830 -11.427 -3.891 0.13
H -23.286 -11.823 -5.625 0.15
H -23.248 -9.089 -4.331 0.13
H -24.258 -9.833 -5.514 0.13
H -22.199 -8.250 -6.406 0.12
H -23.052 -9.401 -7.362 0.13
H -20.247 -9.761 -6.480 0.12
H -21.311 -10.910 -7.319 0.11
C -14.677 -7.700 -7.393 -0.08
C -16.127 -8.033 -7.748 -0.23
C -16.697 -6.988 -8.703 -0.08
N -18.104 -7.300 -9.198 -0.25
C -18.167 -8.666 -9.855 0.00
C -19.261 -7.194 -8.220 -0.10
C -19.596 -5.708 -8.144 -0.14
C -19.218 -5.138 -9.491 -0.12
C -18.510 -6.284 -10.282 -0.06
H -14.015 -7.751 -8.262 0.07
H -14.318 -8.397 -6.638 0.08
H -14.555 -6.675 -7.043 0.09
H -16.687 -8.059 -6.806 0.11
H -16.236 -9.076 -8.056 0.08
H -16.107 -6.941 -9.614 0.14
H -16.815 -6.037 -8.188 0.15
H -19.188 -8.830 -10.183 0.11
H -17.876 -9.404 -9.112 0.06
H -17.469 -8.778 -10.683 0.10
H -20.073 -7.787 -8.637 0.13
H -18.919 -7.616 -7.276 0.12
H -20.626 -5.468 -7.883 0.13
H -18.975 -5.327 -7.332 0.12
H -20.050 -4.829 -10.122 0.13
H -18.591 -4.269 -9.304 0.13
H -19.112 -6.817 -11.011 0.13
H -17.635 -5.868 -10.777 0.13
C -14.815 -10.278 -10.546 -0.08
C -13.654 -10.532 -9.559 -0.20
C -12.978 -11.832 -9.988 -0.08
N -12.658 -12.834 -8.815 -0.24
C -13.915 -13.096 -8.017 0.03
C -11.560 -12.257 -7.951 -0.09
C -10.397 -13.287 -7.925 -0.11
C -11.076 -14.582 -8.365 -0.15
C -12.095 -14.121 -9.378 -0.12
H -15.734 -10.744 -10.169 0.04
H -14.724 -10.718 -11.537 0.08
H -15.024 -9.209 -10.519 0.07
H -13.911 -10.487 -8.503 0.10
H -12.950 -9.715 -9.722 0.12
H -12.036 -11.679 -10.509 0.15
H -13.626 -12.481 -10.577 0.11
H -14.002 -12.282 -7.303 0.10
H -13.773 -14.000 -7.430 0.10
H -14.723 -13.096 -8.743 0.10
H -11.951 -12.174 -6.934 0.13
H -11.305 -11.217 -8.145 0.14
H -9.944 -13.335 -6.937 0.13
H -9.604 -12.938 -8.587 0.13
H -11.509 -15.060 -7.480 0.12
H -10.336 -15.321 -8.670 0.14
H -12.946 -14.788 -9.522 0.11
H -11.605 -14.101 -10.353 0.15
C -18.240 -14.082 -8.772 -0.62
F -18.473 -14.269 -7.468 0.11
F -16.964 -14.540 -9.008 0.07
F -19.143 -14.700 -9.517 0.15
S -18.274 -12.260 -9.249 0.44
O -17.430 -11.566 -8.277 -0.35
O -17.815 -12.189 -10.617 -0.32
O -19.659 -11.857 -9.076 -0.32
```

Properties
Total charge   +6

***

The following is a quantum chemistry calculation of 6 unconnected molecules or ions with the total composition C40H100F6N5O5P at a distorted geometry, from the Open Molecules 2025 dataset.

```
157
Properties=species:S:1:pos:R:3:lowdin_charge:R:1
C 0.589 -4.185 -6.392 -0.04
C 0.200 -3.413 -7.727 -0.10
N 1.396 -2.535 -8.226 -0.21
C 2.254 -3.348 -9.216 0.01
C 0.878 -1.420 -9.159 -0.17
C -0.090 -0.384 -8.540 -0.03
C 2.275 -1.910 -7.084 -0.05
C 3.184 -0.692 -7.410 -0.19
O 3.774 -0.950 -8.637 -0.21
C 4.787 -0.078 -9.050 -0.10
H 1.553 -4.677 -6.518 0.07
H -0.140 -4.986 -6.269 0.08
H 0.565 -3.640 -5.448 0.08
H -0.721 -2.838 -7.629 0.12
H -0.120 -3.985 -8.598 0.12
H 2.842 -2.715 -9.881 0.10
H 1.603 -3.921 -9.876 0.10
H 2.854 -4.107 -8.714 0.11
H 0.364 -1.998 -9.927 0.13
H 1.635 -0.951 -9.787 0.13
H 0.407 -0.078 -7.620 0.07
H -1.142 -0.641 -8.416 0.09
H -0.004 0.458 -9.227 0.09
H 2.846 -2.721 -6.631 0.12
H 1.523 -1.623 -6.349 0.13
H 3.957 -0.586 -6.649 0.14
H 2.582 0.216 -7.459 0.12
H 4.442 0.955 -9.071 0.09
H 5.259 -0.246 -10.018 0.10
H 5.704 0.089 -8.485 0.09
C -0.051 -13.652 -1.886 -0.06
C 0.876 -12.901 -2.812 -0.16
N 1.386 -11.539 -2.211 -0.21
C 1.940 -11.726 -0.827 0.00
C 2.591 -11.083 -3.146 -0.16
C 2.730 -11.281 -4.671 -0.04
C 0.203 -10.477 -2.329 -0.02
C 0.171 -9.248 -1.287 -0.20
O 1.399 -8.628 -1.401 -0.22
C 1.586 -7.376 -0.714 -0.05
H 0.426 -13.991 -0.967 0.08
H -0.484 -14.544 -2.339 0.10
H -0.918 -13.032 -1.655 0.08
H 0.391 -12.764 -3.778 0.13
H 1.819 -13.375 -3.082 0.12
H 2.350 -10.770 -0.499 0.11
H 2.652 -12.551 -0.813 0.12
H 1.123 -11.918 -0.132 0.11
H 3.476 -11.336 -2.562 0.12
H 2.719 -10.024 -2.922 0.11
H 2.525 -12.345 -4.791 0.06
H 3.757 -11.042 -4.945 0.10
H 1.937 -10.866 -5.294 0.08
H -0.728 -11.022 -2.481 0.11
H 0.238 -10.143 -3.367 0.12
H -0.106 -9.688 -0.329 0.12
H -0.705 -8.642 -1.515 0.13
H 0.899 -6.548 -0.892 0.10
H 2.617 -7.084 -0.911 0.09
H 1.584 -7.708 0.324 0.09
C 7.553 2.736 -1.648 -0.05
C 6.492 3.142 -0.598 -0.17
N 6.290 2.125 0.525 -0.22
C 4.846 2.415 1.154 0.03
C 6.234 0.649 -0.095 -0.11
C 5.671 -0.288 0.976 -0.06
C 7.539 2.334 1.447 -0.05
C 7.412 3.585 2.312 -0.20
O 6.468 3.364 3.315 -0.21
C 6.356 4.267 4.335 -0.10
H 7.880 3.752 -1.870 0.09
H 7.163 2.370 -2.598 0.09
H 8.516 2.340 -1.325 0.08
H 5.497 3.158 -1.044 0.12
H 6.564 4.100 -0.083 0.12
H 4.685 3.467 1.392 0.10
H 4.833 1.939 2.134 0.09
H 3.979 2.086 0.580 0.11
H 7.292 0.554 -0.341 0.11
H 5.729 0.724 -1.058 0.13
H 6.126 -1.235 0.685 0.09
H 4.587 -0.385 0.918 0.09
H 5.992 -0.087 1.998 0.09
H 8.485 2.190 0.925 0.13
H 7.717 1.379 1.941 0.13
H 7.406 4.560 1.825 0.13
H 8.382 3.722 2.790 0.14
H 7.296 4.384 4.874 0.11
H 5.632 3.950 5.085 0.10
H 5.873 5.136 3.888 0.10
C -3.038 9.072 8.085 -0.05
C -2.008 9.739 7.186 -0.15
N -1.615 8.960 5.867 -0.21
C -0.532 9.821 5.179 0.03
C -1.053 7.553 6.180 -0.13
C 0.187 7.635 7.105 -0.06
C -2.871 8.902 4.899 -0.06
C -2.653 8.554 3.405 -0.19
O -1.932 7.302 3.298 -0.22
C -1.290 7.153 1.988 -0.05
H -3.892 8.825 7.455 0.07
H -3.336 9.699 8.925 0.10
H -2.665 8.105 8.423 0.08
H -1.054 9.910 7.684 0.11
H -2.389 10.726 6.922 0.13
H -0.070 9.302 4.339 0.11
H 0.255 9.892 5.930 0.09
H -0.983 10.774 4.902 0.12
H -0.605 7.155 5.270 0.11
H -1.932 6.978 6.470 0.13
H 0.004 8.106 8.071 0.08
H 1.009 8.108 6.569 0.08
H 0.604 6.694 7.466 0.09
H -3.348 9.882 4.888 0.14
H -3.620 8.249 5.346 0.12
H -2.177 9.419 2.941 0.12
H -3.613 8.503 2.891 0.14
H -0.738 6.218 2.087 0.10
H -0.571 7.970 1.943 0.08
H -1.917 7.315 1.110 0.10
C -6.352 -0.234 3.896 -0.04
C -6.683 0.861 4.980 -0.11
N -8.005 1.634 4.687 -0.23
C -9.252 0.778 4.629 0.01
C -8.265 2.807 5.671 -0.17
C -8.551 2.390 7.078 -0.07
C -7.993 2.309 3.226 -0.05
C -6.921 3.414 2.949 -0.19
O -7.159 4.003 1.693 -0.17
C -6.715 3.357 0.564 -0.11
H -5.281 -0.393 4.021 0.09
H -6.438 0.063 2.850 0.07
H -6.918 -1.155 4.032 0.08
H -5.873 1.527 5.276 0.13
H -6.789 0.283 5.898 0.12
H -10.154 1.313 4.332 0.12
H -9.315 0.252 5.582 0.11
H -9.081 -0.043 3.933 0.10
H -9.125 3.431 5.426 0.14
H -7.359 3.374 5.459 0.11
H -7.828 1.682 7.484 0.08
H -9.458 1.791 7.158 0.08
H -8.766 3.263 7.694 0.10
H -9.010 2.665 3.061 0.13
H -7.961 1.455 2.549 0.11
H -5.890 3.071 3.040 0.13
H -7.006 4.188 3.711 0.11
H -5.641 3.267 0.726 0.10
H -6.884 4.047 -0.263 0.10
H -7.200 2.464 0.171 0.10
P -1.827 -0.346 -1.244 0.27
F -3.437 -0.104 -1.061 -0.18
F -1.472 0.649 0.055 -0.23
F -1.745 -1.469 -0.090 -0.20
F -0.173 -0.690 -1.392 -0.26
F -2.220 -1.452 -2.437 -0.22
F -1.564 0.811 -2.358 -0.18
```

Properties
Total charge   +4
Energy above the lowest of the compared OMol25 structures with the same formula, charge and spin   0.0 kJ/mol

***

Number 1: electronic energy -3551.989114 hartree. Number 2: electronic energy -3173.237843 hartree.